[1]
Molecular formula: C5H14
Method: DFT, ωB97M-V with the def2-TZVPD basis set

Geometry (Å):
1 C -2.71067 0.18273 1.54733
2 C -0.35004 -0.37510 0.99280
3 C 2.26823 -0.26337 -1.95310
4 C -1.77650 -0.72098 0.74247
5 C 2.32109 1.05304 -1.17229
6 H -1.98490 -1.64722 1.09777
7 H -1.98266 -0.66034 -0.46555
8 H 2.47913 -1.12546 -1.37574
9 H 2.71717 1.89635 -1.77968
10 H 1.38489 -0.58876 -2.51080
11 H 1.26077 1.42082 -0.90568
12 H 2.76855 0.98037 -0.21669
13 H 0.42772 -0.85786 1.70168
14 H -2.13601 1.12140 1.79074
15 H -0.02591 0.70191 1.14880
16 H -3.06496 -0.22868 2.44110
17 H -3.52484 0.59287 1.04656
18 H 2.97816 -0.27492 -2.89242
19 H 0.19029 -0.58834 -0.02342

For the lowest unoccupied orbital energy, the calculation gives 1.14 eV. The value obtained for the energy relative to the best compared isomer or geometry (same formula, charge and spin) is 179.4 kJ/mol. Its frontier orbital gap is 12.09 eV. Its SMILES is CCC.CC. The charge is 0.


[2]
Molecular formula: C11H44O11
Method: DFT, ωB97M-V with the def2-TZVPD basis set

Geometry (Å):
1 O -3.81040 2.46942 -2.94139
2 O -4.50204 -1.41018 0.35792
3 O 0.81371 2.85872 -2.53468
4 O -1.21272 1.79435 1.51383
5 O -3.02663 0.11841 -1.49595
6 O -1.74340 -2.30244 4.27724
7 O -0.38636 -5.47018 -1.63179
8 O 1.83414 -2.49968 1.24268
9 O -0.27183 -0.65976 0.50228
10 O 3.84643 -0.56646 1.18461
11 O 3.23675 2.58508 -0.91233
12 C -0.16563 2.27075 2.31586
13 C -2.61131 -0.64780 -2.62889
14 C 0.31586 0.00014 -0.63339
15 C 4.50470 2.92963 -1.47603
16 C -2.59527 3.12208 -3.18361
17 C -0.51830 -1.74545 3.78752
18 C -0.69145 -4.10259 -1.56827
19 C 0.78574 4.30290 -2.54466
20 C 2.27758 -3.63374 1.94455
21 C 3.31857 0.29140 2.17782
22 C -3.52637 -1.50375 1.39722
23 H -3.25971 -1.48161 -2.91097
24 H 0.45408 -0.73023 -1.43219
25 H -0.56722 -1.77523 2.69776
26 H -2.64020 -2.09199 1.15482
27 H -0.45128 -0.69725 4.08326
28 H 0.13033 4.63573 -3.34811
29 H 1.39571 -4.13900 2.34373
30 H -1.12076 -3.87040 -0.58717
31 H -2.20801 2.86360 -4.17772
32 H 5.37570 2.58741 -0.91464
33 H 1.25552 0.52004 -0.43354
34 H -1.63146 -1.07246 -2.40447
35 H -3.99058 -1.97948 2.26552
36 H 4.56202 4.01680 -1.55627
37 H -1.15975 -5.99012 -1.40637
38 H 2.62196 -1.99241 0.99721
39 H 3.15834 2.98904 -0.04320
40 H -2.55079 4.21342 -3.19591
41 H 3.11075 1.28269 1.77034
42 H -3.63661 1.68989 -2.39851
43 H -3.35396 -0.45764 -0.79115
44 H 4.78255 -0.39587 1.05917
45 H -0.29318 3.33205 2.53381
46 H 1.76805 4.71415 -2.78765
47 H 0.38775 -1.32074 0.75916
48 H -0.39119 0.75271 -0.98091
49 H 2.86196 -3.36110 2.82744
50 H 4.50207 2.46383 -2.45916
51 H 0.34507 -2.29896 4.15057
52 H 0.44359 4.62943 -1.56236
53 H -1.80506 2.79740 -2.50178
54 H -0.89755 0.96096 1.12720
55 H 0.13356 -3.43569 -1.80459
56 H -1.51932 -3.78794 -2.21626
57 H -3.23374 -0.51164 1.73838
58 H 1.64030 2.71267 -2.05561
59 H -2.33494 -1.58751 4.51841
60 H -2.59084 -0.01209 -3.51247
61 H 3.95687 0.40126 3.05676
62 H 2.80101 -4.36553 1.32699
63 H 2.37406 -0.12002 2.53311
64 H -5.00551 -2.22705 0.35396
65 H -0.06878 1.74207 3.26912
66 H 0.77739 2.19594 1.76373

For the lowest unoccupied orbital energy, the calculation gives 0.07 eV. The value obtained for the energy relative to the best compared isomer or geometry (same formula, charge and spin) is 204.8 kJ/mol. Its frontier orbital gap is 9.15 eV. Its SMILES is CO.CO.CO.CO.CO.CO.CO.CO.CO.CO.CO. The charge is 0.